Here is a 12-piece molecular cluster, C53H110N4O32P8 overall from OMol25. Energies are from wB97M-V/def2-TZVPD.

Values from the calculation:
**Structure (SMILES)**: CCOP(=O)(OCC)OCC.CCOP(=O)(OCC)OCC.CCOP(=O)(OCC)OCC.COP(=O)(OC)OC.COP(=O)(OC)OC.COP(=O)(OC)OC.COP(=O)(OC)OC.COP(=O)(OC)OC.c1ccncc1.c1ccncc1.c1ccncc1.c1ccncc1
**E_tot**: -7443.6750 Eh
**Gap between HOMO and LUMO**: 9.647 eV
**LUMO energy**: 0.49 eV
**Highest occupied orbital energy**: -9.156 eV

```
! RIJCOSX wB97M-V def2-TZVPD def2/J DEFGRID3
* xyz 0 1
C -5.9488 -3.4777 1.8979
C -4.5506 -3.4262 2.4024
O -3.7032 -4.4673 1.8893
P -3.0327 -4.3711 0.4357
O -2.5377 -3.0138 0.1581
O -1.9826 -5.5148 0.3584
C -2.2569 -6.8762 0.7219
C -2.4046 -7.7155 -0.5056
O -4.1914 -4.8928 -0.5079
C -3.9738 -4.5997 -1.9063
C -5.0194 -3.7158 -2.4624
H -6.0596 -3.0092 0.8861
H -6.4212 -4.4758 1.7951
H -6.6314 -2.9148 2.6704
H -4.0757 -2.4733 2.1824
H -4.5938 -3.5228 3.4886
H -1.3704 -7.2130 1.2040
H -3.1708 -6.9151 1.3355
H -3.3127 -7.4636 -1.1153
H -1.4734 -7.5742 -1.1016
H -2.4355 -8.7395 -0.1464
H -3.0073 -4.1057 -2.0945
H -3.8849 -5.5875 -2.3597
H -5.9949 -4.1838 -2.4828
H -5.0634 -2.8981 -1.7821
H -4.8687 -3.3349 -3.4972
C 1.7605 4.8276 4.9753
C 2.6786 5.9752 5.1763
O 4.0321 5.5149 5.3025
P 4.9889 5.6686 4.0400
O 5.4983 7.0616 3.7921
O 6.1874 4.6345 4.3504
C 6.9692 4.9455 5.5344
C 8.0727 5.9652 5.2856
O 4.1975 4.9500 2.9006
C 4.7803 4.8776 1.5555
C 5.6083 3.6031 1.4884
H 1.8855 4.0013 5.5634
H 0.7583 5.1469 4.9671
H 1.9730 4.5121 3.9366
H 2.5726 6.5959 4.3311
H 2.5143 6.5075 6.0973
H 6.2003 5.2956 6.3750
H 7.4477 3.9950 5.8636
H 8.6955 5.9782 6.1629
H 8.7548 5.4412 4.5674
H 7.7144 6.9008 4.9646
H 4.0419 4.9309 0.8151
H 5.4118 5.7824 1.5667
H 6.3305 3.6538 2.2896
H 4.8959 2.7934 1.6592
H 6.0999 3.4773 0.5204
C 6.9729 0.3921 -0.9472
C 6.8315 -0.8419 -0.1630
O 5.6352 -1.4974 -0.5378
P 5.1253 -2.8207 0.1815
O 6.0114 -3.2758 1.2354
O 3.5951 -2.5659 0.6029
C 3.1512 -1.6842 1.6824
C 3.5619 -1.9962 3.1232
O 4.8591 -3.7295 -1.1043
C 4.5426 -5.1401 -0.9404
C 5.3859 -5.9883 -1.8282
H 6.1340 1.0789 -0.7808
H 7.9643 0.8374 -0.7178
H 6.9968 0.2404 -2.0460
H 7.7308 -1.4779 -0.3673
H 6.7923 -0.6408 0.9654
H 3.2704 -0.6503 1.4073
H 2.1010 -1.8746 1.5821
H 2.8863 -1.4274 3.7913
H 3.5402 -3.0793 3.4036
H 4.6033 -1.5838 3.3338
H 4.7378 -5.4910 0.0541
H 3.4421 -5.2491 -1.1429
H 6.5010 -6.0257 -1.4411
H 5.2287 -7.0346 -1.7476
H 5.3129 -5.6677 -2.8591
C -0.8445 -6.4207 5.8332
O -0.8867 -5.1129 6.4239
P -1.1899 -3.9030 5.5055
O -2.4468 -3.8662 4.7797
O -0.9326 -2.6253 6.4600
C 0.3479 -1.9616 6.5003
O 0.1045 -3.8037 4.5165
C -0.1261 -3.5401 3.1068
H -0.2526 -7.0209 6.4719
H -0.2993 -6.4672 4.9053
H -1.8391 -6.8003 5.7402
H 0.2511 -1.1516 7.2455
H 0.6468 -1.6067 5.4737
H 1.0462 -2.7027 6.8198
H 0.3061 -2.6106 2.8125
H -1.1331 -3.5387 2.7416
H 0.4137 -4.3442 2.6213
C -4.9432 6.2999 -5.7227
O -4.0750 5.5033 -4.9014
P -4.6286 4.1784 -4.2272
O -5.3105 3.2595 -5.1604
O -3.2862 3.6110 -3.5395
C -2.2262 3.2286 -4.4139
O -5.4730 4.5387 -2.9863
C -6.8267 3.9238 -2.8153
H -5.7657 6.5053 -5.1322
H -5.3208 5.6337 -6.4791
H -4.3379 7.0808 -6.1082
H -1.5233 4.0203 -4.3088
H -2.5897 2.9969 -5.4011
H -1.9239 2.2982 -4.0229
H -6.7126 2.8756 -3.0132
H -7.6282 4.3760 -3.4145
H -7.0940 4.1206 -1.7916
C 0.4001 0.5552 -5.6367
O 1.6461 0.6118 -5.0048
P 1.8966 0.8536 -3.4747
O 0.7634 1.3572 -2.7091
O 2.3415 -0.5391 -2.8592
C 3.3967 -1.4283 -3.2343
O 3.2067 1.6869 -3.4495
C 3.9798 1.7393 -2.2484
H 0.3366 1.3641 -6.3702
H -0.3650 0.7015 -4.8796
H 0.3062 -0.4614 -5.9751
H 3.2020 -1.6513 -4.3085
H 3.2411 -2.3379 -2.6638
H 4.4212 -0.9667 -3.0229
H 4.4106 2.7773 -2.1303
H 4.7331 0.9944 -2.3064
H 3.3668 1.3711 -1.4368
C 2.2790 -5.5605 -5.1894
O 1.2536 -5.5947 -4.1727
P 0.5289 -4.3093 -3.6482
O 0.9220 -3.0399 -4.3062
O -1.0389 -4.7079 -3.9333
C -1.3257 -4.6293 -5.3502
O 0.6184 -4.4748 -2.1145
C 0.4426 -3.2852 -1.2078
H 1.8605 -6.0881 -6.0789
H 3.1888 -6.1181 -4.8493
H 2.5313 -4.5409 -5.5234
H -0.8118 -3.7246 -5.7485
H -2.4175 -4.3605 -5.6026
H -1.1256 -5.5452 -5.8626
H 1.3777 -3.2887 -0.6065
H -0.3886 -3.5334 -0.6234
H 0.3370 -2.3791 -1.6731
C -0.3012 4.4031 -0.3867
O 0.5813 5.5759 -0.3747
P 1.8895 5.6619 -1.2649
O 2.8599 4.6082 -1.1207
O 1.3426 5.7134 -2.7246
C 1.5965 4.8864 -3.8522
O 2.4042 7.1059 -1.0280
C 2.2199 7.8220 0.2174
H -0.2161 3.7706 -1.2546
H -1.3597 4.7427 -0.3626
H -0.0479 3.8896 0.4930
H 0.5403 4.7391 -4.2302
H 2.0947 3.9676 -3.5391
H 2.2009 5.4821 -4.5792
H 1.7140 8.7459 -0.0489
H 3.1733 8.2139 0.5816
H 1.6676 7.2053 0.8977
C -1.2701 -0.0776 1.8225
C -0.6915 0.1340 0.5956
C 0.3949 1.0407 0.5585
N 0.9775 1.5815 1.6218
C 0.4711 1.3067 2.8086
C -0.6464 0.4792 2.9690
H -2.1625 -0.6177 1.8943
H -1.1508 -0.1639 -0.3634
H 0.7032 1.3328 -0.4359
H 1.0314 1.8129 3.6314
H -1.0293 0.2410 3.9165
C -4.5728 -0.3233 6.6345
C -4.0061 -0.4079 5.4001
C -4.1167 0.6754 4.6109
N -4.7540 1.7830 4.9039
C -5.3543 1.8390 6.1123
C -5.2233 0.8134 7.0357
H -4.5163 -1.2687 7.2738
H -3.5955 -1.3725 5.0114
H -3.6835 0.6704 3.6601
H -5.8715 2.7624 6.3129
H -5.8946 0.8309 7.8512
C -5.3160 1.9069 1.2847
C -5.6501 0.6737 0.8138
C -5.2529 0.2793 -0.4644
N -4.6365 1.1490 -1.2398
C -4.2411 2.3141 -0.7121
C -4.5901 2.7805 0.5365
H -5.6244 2.2046 2.2467
H -6.3851 0.0692 1.3087
H -5.5299 -0.6798 -0.8356
H -3.4955 2.9262 -1.2457
H -4.2590 3.7769 0.9194
C -4.1580 0.4121 -5.8062
C -3.3371 -0.1887 -6.7626
C -2.4160 -1.2177 -6.3544
N -2.3224 -1.6125 -5.0886
C -3.0832 -1.0156 -4.1683
C -4.0203 -0.0429 -4.4786
H -4.7618 1.2052 -6.1531
H -3.3709 0.1184 -7.8360
H -1.6717 -1.6429 -7.0300
H -2.7901 -1.3177 -3.1425
H -4.5209 0.5137 -3.6447
*
```

Here is a 9-piece molecular cluster, C53H119N5O9 overall from OMol25. Energies are from wB97M-V/def2-TZVPD.

Values from the calculation:
**Structure (SMILES)**: CC1(C)CCCC(C)(C)N1O.CC1(C)CCCC(C)(C)N1O.CC1(C)CCCC(C)(C)N1O.CC1(C)CCCC(C)(C)N1O.CC1(C)CCCC(C)(C)N1O.CCO.CCO.CCO.CCO
**Energy above the lowest of the compared OMol25 structures with the same formula, charge and spin**: 35.94 kJ/mol
**E_tot**: -3041.4338 Eh
**Gap between HOMO and LUMO**: 8.684 eV
**LUMO energy**: 0.29 eV
**Highest occupied orbital energy**: -8.390 eV

```
! RIJCOSX wB97M-V def2-TZVPD def2/J DEFGRID3
* xyz 0 1
C 1.5276 -1.6549 -0.2427
C 0.3340 -0.7254 -0.0217
C 0.0541 -0.0610 -1.3599
C -0.9154 -1.5499 0.2914
C -1.1449 -1.9323 1.7408
C -0.9000 -0.7470 2.6835
C 0.3563 0.0634 2.4079
C 0.2224 1.3726 3.1602
C 1.5508 -0.7582 3.0188
N 0.5600 0.2809 0.9913
O 1.7798 0.9698 0.7460
H 1.8440 -2.2007 0.6539
H 1.2993 -2.4816 -0.9237
H 2.4176 -1.1368 -0.5968
H 0.9019 0.4746 -1.7944
H -0.1316 -0.8409 -2.1111
H -0.8493 0.5510 -1.3705
H -1.8665 -1.1743 -0.0969
H -0.7800 -2.4647 -0.2998
H -2.1673 -2.2938 1.8634
H -0.4949 -2.7419 2.0757
H -0.8358 -1.1874 3.6862
H -1.7776 -0.1000 2.7953
H 1.0365 2.0671 2.9508
H 0.2217 1.1952 4.2359
H -0.7397 1.8398 2.9360
H 1.3744 -0.8149 4.0925
H 2.4961 -0.2658 2.8169
H 1.4101 -1.7322 2.5623
H 1.4407 1.8047 0.4074
C -6.2185 4.4593 6.8365
C -5.2550 3.3581 6.3860
C -4.9197 2.3867 7.5192
C -5.8627 2.5748 5.2044
C -4.9365 1.9727 4.1625
C -3.7312 2.8441 3.7758
C -3.0647 3.4913 4.9973
C -2.1184 2.4843 5.6799
C -2.2360 4.6598 4.4521
N -4.0608 4.0716 5.8798
O -3.4109 4.7176 6.9742
H -6.9282 4.0668 7.5679
H -5.6845 5.2433 7.3698
H -6.6890 4.8872 5.9556
H -4.5758 2.9533 8.3881
H -5.8385 1.8879 7.8387
H -4.1785 1.6344 7.2615
H -6.3199 1.6741 5.6343
H -6.7161 3.0962 4.7667
H -4.4256 1.0984 4.5877
H -5.4686 1.6563 3.2680
H -4.0521 3.6159 3.0679
H -2.9652 2.2375 3.2910
H -2.0757 2.7248 6.7437
H -1.1133 2.5750 5.2790
H -2.4785 1.4583 5.5902
H -1.6088 4.3041 3.6324
H -1.5573 5.0672 5.2110
H -2.8408 5.5235 4.1744
H -3.5522 5.6455 6.7656
C -3.0942 3.7776 -7.3305
C -3.0621 4.8418 -6.2035
C -3.0408 6.2339 -6.8236
C -4.3708 4.7698 -5.4007
C -4.4011 3.4903 -4.5775
C -3.2539 3.5339 -3.5828
C -1.8992 3.5709 -4.3098
C -0.8491 3.9488 -3.2512
C -1.4859 2.1975 -4.8846
N -1.9730 4.6801 -5.2549
O -0.7351 4.9940 -5.8710
H -4.0672 3.2700 -7.2969
H -3.1350 4.1923 -8.3409
H -2.3439 2.9945 -7.2970
H -2.2424 6.4301 -7.5397
H -4.0186 6.5316 -7.1955
H -2.7951 6.9662 -6.0380
H -4.4868 5.6374 -4.7461
H -5.2421 4.7662 -6.0613
H -5.3220 3.3059 -4.0186
H -4.2972 2.6397 -5.2549
H -3.2464 2.6223 -2.9773
H -3.3204 4.4143 -2.9448
H 0.1071 4.2045 -3.7162
H -0.7620 3.1296 -2.5410
H -1.0806 4.8964 -2.7511
H -2.3801 1.6716 -5.2308
H -1.0021 1.5468 -4.1597
H -0.8397 2.4009 -5.7382
H -0.4386 5.7704 -5.3868
C -1.6517 -7.2637 2.9582
C -1.4638 -6.1349 1.9246
C -0.1227 -5.5055 2.1721
C -1.5164 -6.7013 0.5185
C -2.8936 -7.1368 0.0265
C -3.8028 -5.9197 0.1733
C -3.8646 -5.3382 1.5890
C -4.5109 -3.9561 1.4085
C -4.7123 -6.2009 2.5110
N -2.5010 -5.1033 2.0912
O -2.5622 -4.5772 3.3875
H -1.9061 -6.8653 3.9385
H -2.3920 -8.0221 2.6930
H -0.7322 -7.8562 3.0244
H 0.7270 -6.1895 2.1659
H 0.0313 -4.6346 1.5335
H -0.0672 -5.1227 3.2013
H -1.1043 -5.9362 -0.1514
H -0.8184 -7.5430 0.4600
H -2.8063 -7.4124 -1.0247
H -3.1858 -8.0085 0.6152
H -4.8246 -6.1912 -0.1017
H -3.3671 -5.1753 -0.4955
H -3.9714 -3.4044 0.6414
H -4.4597 -3.3623 2.3275
H -5.5825 -4.0581 1.2307
H -4.4888 -7.2662 2.4493
H -5.7527 -6.1009 2.1876
H -4.6228 -5.8909 3.5497
H -2.2578 -3.6630 3.3376
C 7.2014 3.9016 -4.7370
C 6.5047 4.0462 -3.3939
C 7.5139 4.0173 -2.2421
C 5.7327 5.3766 -3.3794
C 4.5902 5.4362 -2.3774
C 3.6820 4.1992 -2.5181
C 4.4443 2.8675 -2.3890
C 4.7457 2.6534 -0.9026
C 3.4386 1.8083 -2.8541
N 5.5467 2.9131 -3.3360
O 6.2791 1.6912 -3.2155
H 8.0673 4.5793 -4.8180
H 7.6678 2.9307 -4.8938
H 6.5532 4.2023 -5.5571
H 8.2912 3.2660 -2.4019
H 8.0707 4.9603 -2.2323
H 7.0968 3.9237 -1.2396
H 6.4828 6.1531 -3.2026
H 5.3443 5.6020 -4.3759
H 4.8902 5.6360 -1.3510
H 3.9594 6.2638 -2.7195
H 3.0595 4.2607 -3.4083
H 3.0438 4.3322 -1.6362
H 5.0275 3.5390 -0.3335
H 5.3942 1.7942 -0.7123
H 3.8035 2.3608 -0.4245
H 2.4463 2.0127 -2.4514
H 3.7851 0.7940 -2.6439
H 3.3214 1.8422 -3.9410
H 6.6298 1.7074 -2.3133
C 4.5312 -3.2476 4.6807
C 4.3005 -3.0734 3.1828
O 5.3799 -3.6837 2.4804
H 3.5523 -3.2627 5.1660
H 5.1414 -2.4650 5.1256
H 4.9793 -4.2237 4.8646
H 4.2775 -2.0163 2.9077
H 3.3263 -3.5410 2.9985
H 5.2173 -3.5115 1.5434
C -1.3134 -4.5818 -2.7588
C -0.3425 -3.8476 -3.6669
O -0.9752 -2.9840 -4.6036
H -2.1689 -4.9673 -3.3111
H -1.7082 -3.8715 -2.0221
H -0.7384 -5.3206 -2.2028
H 0.2928 -4.5408 -4.2199
H 0.3589 -3.2700 -3.0458
H -1.7566 -2.6201 -4.1773
C 5.0335 -1.4808 -1.7650
C 6.0241 -2.5757 -1.5656
O 5.8642 -3.1329 -0.2326
H 5.0536 -1.1160 -2.8000
H 5.1725 -0.5805 -1.1679
H 3.9995 -1.8240 -1.6577
H 7.0179 -2.1282 -1.6472
H 5.8944 -3.4304 -2.2286
H 6.7349 -3.4840 -0.0199
C 2.5623 -5.5172 -0.5328
C 4.0253 -5.8590 -0.7631
O 4.0668 -7.0963 -1.4943
H 1.9923 -5.6168 -1.4600
H 2.4798 -4.5355 -0.0696
H 2.0888 -6.2734 0.1019
H 4.5083 -6.0461 0.1974
H 4.4494 -5.0408 -1.3445
H 4.9845 -7.3197 -1.6689
*
```